{"formula": "C27H39CrF7O33P3", "method": "wB97M-V/def2-TZVPD", "elements": ["Cr", "P", "O", "O", "O", "O", "C", "C", "O", "C", "O", "O", "F", "H", "H", "H", "C", "C", "O", "C", "O", "O", "F", "H", "H", "H", "C", "C", "O", "C", "O", "O", "F", "H", "H", "H", "C", "C", "O", "C", "O", "O", "F", "H", "H", "H", "C", "C", "O", "C", "O", "O", "F", "H", "H", "H", "C", "C", "O", "C", "O", "O", "F", "H", "H", "H", "C", "C", "O", "C", "O", "O", "F", "H", "H", "H", "C", "O", "P", "O", "O", "C", "O", "C", "H", "H", "H", "H", "H", "H", "H", "H", "H", "C", "O", "P", "O", "O", "C", "O", "C", "H", "H", "H", "H", "H", "H", "H", "H", "H"], "coordinates": [[-2.3291, -0.5694, -1.1744], [-0.9341, 0.4113, 0.4199], [-0.5867, 0.5426, -1.1055], [-1.2969, -1.1299, 0.4839], [-2.4106, 0.9736, 0.1958], [-0.0297, 0.9717, 1.4644], [2.5745, 1.1770, 3.6478], [2.8287, 0.2077, 2.5060], [3.0481, -1.0157, 3.1872], [3.3459, -0.7622, 4.4954], [3.7046, -1.5842, 5.2682], [3.2203, 0.5537, 4.7489], [3.9418, 0.4263, 1.7577], [1.5248, 1.3703, 3.8585], [3.0619, 2.1253, 3.4125], [1.9572, 0.1111, 1.8621], [2.0644, 2.3441, -0.5640], [2.1300, 2.8724, -1.9961], [3.4668, 3.2666, -2.1515], [4.1829, 2.9451, -1.0447], [5.3623, 2.9824, -0.9628], [3.3499, 2.6061, -0.0390], [1.3635, 3.9946, -2.2060], [1.8074, 1.2876, -0.6809], [1.2707, 2.7077, 0.0811], [1.8100, 2.1817, -2.7704], [-4.9869, 0.2771, 3.1566], [-5.6126, 1.4608, 2.3981], [-6.9066, 0.9942, 2.1716], [-6.9276, -0.3721, 2.2207], [-7.8738, -1.0425, 1.9891], [-5.6989, -0.8072, 2.5593], [-4.9581, 1.6385, 1.2201], [-5.2479, 0.3726, 4.2115], [-3.9299, 0.1510, 2.9713], [-5.5928, 2.3796, 2.9779], [-0.4325, -1.0122, 3.9983], [-1.6544, -1.8483, 3.6643], [-2.6376, -1.3424, 4.5243], [-2.1489, -0.3580, 5.3290], [-2.7725, 0.1570, 6.1914], [-0.8747, -0.0693, 4.9874], [-1.4467, -3.1802, 3.9008], [-0.0298, -0.4853, 3.1348], [0.3681, -1.5830, 4.4735], [-1.9734, -1.7598, 2.6245], [-2.1338, 2.5359, 2.9761], [-0.9520, 3.4710, 3.1263], [-0.8710, 3.6081, 4.5158], [-2.1312, 3.4878, 5.0201], [-2.4704, 3.8365, 6.0964], [-2.9518, 2.9639, 4.0751], [-1.2380, 4.7148, 2.6110], [-1.8253, 1.5086, 3.1401], [-2.6086, 2.6779, 2.0095], [-0.0551, 3.0999, 2.6408], [-1.2932, -4.3584, 1.0389], [0.1476, -3.9108, 1.1317], [0.6951, -4.3975, -0.0524], [-0.0251, -5.4930, -0.4484], [0.3326, -6.2636, -1.2751], [-1.2027, -5.5173, 0.1889], [0.7442, -4.5765, 2.1855], [-2.0118, -3.6357, 0.6483], [-1.8163, -4.7085, 1.9275], [0.2875, -2.8450, 1.2766], [-1.5924, 3.8907, -0.5169], [-2.1762, 3.3001, -1.7871], [-1.9917, 4.3213, -2.7452], [-1.2354, 5.3379, -2.2258], [-0.8037, 6.2131, -2.8945], [-0.9135, 5.0863, -0.9516], [-3.5428, 3.2287, -1.5780], [-0.8360, 3.2713, -0.0394], [-2.3138, 4.1690, 0.2446], [-1.8067, 2.3555, -2.1714], [5.8468, -0.4751, -1.2903], [4.7171, -0.6070, -2.1696], [4.2635, -2.0070, -2.7342], [5.2698, -3.0621, -2.6570], [2.8576, -2.2309, -2.0446], [2.3072, -1.3770, -1.0475], [3.8262, -1.6504, -4.2143], [3.7726, -2.6264, -5.2571], [5.9198, 0.5742, -1.0233], [6.7384, -0.8434, -1.7930], [5.6986, -1.0584, -0.3801], [2.8536, -0.4775, -0.7795], [2.3256, -1.9843, -0.1323], [1.2474, -1.2010, -1.2249], [2.7499, -3.0020, -5.3019], [4.4534, -3.4602, -5.0897], [4.0442, -2.1116, -6.1745], [0.1384, -4.1158, -4.0146], [-0.9251, -3.3257, -4.5442], [-1.0601, -1.8053, -4.2147], [-1.6722, -1.5668, -2.8938], [0.3852, -1.2540, -4.4277], [0.8997, -0.0036, -3.9360], [-1.9685, -1.3175, -5.4020], [-1.9095, 0.0464, -5.8361], [0.7691, -4.5337, -4.7994], [-0.3233, -4.9669, -3.5097], [0.8086, -3.6668, -3.2778], [0.7929, 0.7416, -4.7289], [1.9755, -0.1171, -3.8167], [0.4296, 0.3121, -3.0017], [-1.5105, 0.7485, -5.0987], [-2.9212, 0.4036, -6.0151], [-1.2999, 0.0814, -6.7356]], "forces_ev_per_angstrom": [[-0.43, 0.58, -0.64], [-1.98, -0.41, -1.61], [2.41, 0.43, -0.47], [0.95, -0.44, 1.21], [-0.14, -0.31, 1.05], [0.11, 0.22, 0.10], [0.98, 0.72, -0.67], [-1.01, -1.05, 0.30], [-0.31, 0.12, 0.12], [0.41, -0.02, -0.30], [-0.10, -0.07, 0.14], [-0.22, 0.02, 0.34], [0.19, 0.54, 0.07], [-0.11, -0.32, -0.08], [0.03, -0.01, 0.24], [0.13, 0.00, -0.22], [-0.86, -0.69, -0.81], [-0.40, 1.20, 0.24], [0.13, -0.67, -0.39], [-0.37, 0.17, 0.37], [0.29, 0.15, -0.06], [0.19, -0.33, 0.03], [-0.04, -0.03, 0.19], [0.58, -0.14, 0.47], [0.15, 0.58, -0.14], [0.29, -0.22, 0.03], [-0.56, 0.74, -0.62], [1.00, -0.82, 0.90], [-0.57, 0.40, -0.17], [0.60, 0.22, -0.07], [-0.12, -0.05, -0.10], [-0.21, -0.62, 0.43], [-0.29, 0.29, -0.24], [0.28, -0.25, 0.08], [0.06, 0.06, 0.01], [-0.31, 0.17, -0.22], [0.90, 0.06, 0.28], [0.07, 0.39, -0.40], [-0.24, -0.30, 0.01], [0.38, -0.19, 0.00], [-0.12, 0.23, 0.03], [-0.48, -0.05, -0.11], [-0.03, -0.01, 0.36], [-0.24, 0.13, -0.04], [-0.16, -0.35, -0.19], [-0.05, 0.07, 0.03], [0.23, 0.70, -0.13], [-0.31, -0.58, -0.07], [0.56, 0.12, 0.00], [-0.54, 0.14, -0.21], [0.09, -0.06, 0.21], [-0.03, -0.18, 0.07], [-0.04, 0.06, -0.21], [0.04, -0.07, -0.22], [-0.36, -0.27, 0.15], [0.24, 0.03, 0.41], [-1.38, -0.55, 0.21], [-0.66, -0.20, 0.76], [0.31, 0.04, -0.02], [-0.27, 0.32, -0.10], [0.11, -0.11, -0.14], [0.13, 0.12, -0.27], [0.17, 0.09, -0.05], [0.60, 0.26, -0.62], [0.85, 0.06, 0.48], [0.12, 0.06, -0.39], [1.46, 0.01, 0.43], [-1.36, 1.24, 0.35], [0.26, -0.18, 0.16], [0.78, -0.92, -0.38], [-0.23, 0.70, 0.01], [-0.68, 0.12, -0.02], [0.08, -0.52, -0.37], [-0.10, -0.21, -0.15], [-0.40, -0.14, -0.30], [0.07, -0.08, 0.32], [0.09, -0.30, 0.18], [-0.11, 0.36, -0.22], [0.11, 0.30, -0.14], [-0.21, -0.34, 0.20], [0.26, 0.17, -0.30], [-0.63, -1.23, 1.83], [0.26, 0.27, -0.18], [-0.16, -0.01, 0.14], [0.08, 0.03, -0.16], [0.06, 0.15, 0.02], [-0.08, -0.02, -0.04], [0.21, 0.06, -0.73], [-0.04, 0.14, 0.05], [0.10, 0.29, -0.44], [0.02, -0.02, -0.21], [0.10, 0.12, 0.18], [-0.10, -0.06, -0.08], [0.34, -1.53, 0.75], [0.20, 0.52, -0.29], [-0.02, -0.72, -0.27], [-0.36, 0.42, 0.64], [0.02, 0.07, 0.14], [0.45, 0.55, -0.28], [0.02, 0.08, 0.21], [-0.14, 0.47, -0.01], [-0.23, 0.32, -0.31], [0.00, 0.09, -0.06], [-0.34, 0.64, -0.13], [-0.28, 0.03, 0.12], [-0.07, -0.32, 0.20], [-0.13, -0.16, -0.02], [0.21, -0.35, 0.15], [-0.04, -0.30, -0.27], [-0.09, 0.14, -0.06]], "multiplicity": 5, "s2": 6.02, "homo_energy_ev": [-6.1, -7.1], "e_lumo_ev": [1.18, 1.08], "orbital_gap_ev": [7.2667, 8.1969], "energy_ha": -6303.35886, "charge": -1}